[1]
DFT (wB97M-V/def2-TZVPD) results for one molecule with the formula C13H16N4O2S in a non-equilibrium geometry.

The geometry in ORCA input format:
```
! wB97M-V def2-TZVPD RIJCOSX def2/J DEFGRID3
* xyz 0 1
S -1.55 2.15 0.55
O -2.48 3.45 0.19
O -1.02 2.26 1.86
N 4.81 0.08 -0.47
N -0.40 1.98 -0.80
N 0.86 1.78 -0.62
N 4.40 -0.72 0.81
C -1.95 -0.48 -0.20
C -4.00 0.75 0.50
C 2.52 0.36 0.34
C -2.56 0.56 0.09
C -2.66 -1.46 -0.41
C -4.04 -1.49 -0.18
C 1.24 0.89 0.12
C 5.44 -1.30 1.12
C -5.02 -2.67 -0.31
C -4.83 -0.40 0.41
C 3.49 1.47 -2.05
C 3.22 -0.61 1.19
C 3.59 0.68 -0.63
H 6.43 -1.39 0.74
H 0.67 0.56 1.17
H -0.54 3.02 -1.39
H -4.51 -3.66 -0.74
H 5.16 -2.35 1.40
H -5.83 -0.18 0.28
H -5.78 -2.25 -1.11
H -2.34 -2.44 -0.69
H -4.41 1.81 0.67
H -0.98 -0.53 -0.47
H 4.48 1.56 -2.43
H 2.68 1.16 -2.44
H 3.17 2.59 -1.53
H -5.62 -2.99 0.53
H 5.67 -1.29 2.36
H 2.71 -0.92 2.15
*
```

Calculated values
Calculated total energy in eV: -34617.377
ΔE to the lowest compared entry with this formula, charge and spin in eV: 14.394
SMILES: Cc1ccc(S(=O)(=O)N/N=C/c2cn(C)nc2C)cc1
Frontier orbital gap in eV: 8.3

***

[2]
DFT (wB97M-V/def2-TZVPD) results for one molecule with the formula C13H16N4O4S in a non-equilibrium geometry.

The geometry in ORCA input format:
```
! wB97M-V def2-TZVPD RIJCOSX def2/J DEFGRID3
* xyz 0 1
S -2.58 -0.69 -0.27
O -3.32 0.20 0.61
O 4.13 1.68 -3.52
O 2.05 1.28 -5.45
O -3.27 -0.95 -1.51
N -2.33 -2.17 0.63
N 0.80 0.92 2.61
N 1.37 0.72 -4.59
N 2.99 1.41 -1.40
C -0.88 -0.01 -0.56
C 1.81 1.32 1.62
C 1.73 0.96 -1.01
C 0.67 1.68 3.87
C 1.82 0.91 -3.25
C -3.63 -2.76 1.02
C -0.09 0.43 0.53
C 1.21 0.87 0.30
C 3.03 1.35 -2.79
C -1.42 -3.12 -0.02
C -0.49 0.61 1.94
C -0.35 0.10 -1.86
C 0.96 0.64 -2.09
H -1.80 -3.41 -1.05
H -0.97 -0.20 -2.73
H 1.96 2.40 1.64
H 1.66 1.80 4.38
H 3.83 1.64 -4.45
H 3.71 1.87 -0.85
H -4.23 -2.05 1.62
H 2.78 0.80 1.83
H -0.43 -2.65 -0.13
H -0.98 -0.25 2.40
H -3.45 -3.65 1.65
H -0.06 1.22 4.55
H -1.16 1.48 1.99
H 0.33 2.67 3.64
H -4.17 -3.01 0.11
H -1.24 -4.03 0.60
*
```

Calculated values
Calculated total energy in eV: -38722.809
ΔE to the lowest compared entry with this formula, charge and spin in eV: 5.206
SMILES: CN1Cc2c(S(=O)(=O)N(C)C)cc3c(N=O)c(O)[nH]c3c2C1
Frontier orbital gap in eV: 7.9

***

[3]
DFT (wB97M-V/def2-TZVPD) results for a 2-piece molecular cluster, C13H16O4 overall in a non-equilibrium geometry.

The geometry in ORCA input format:
```
! wB97M-V def2-TZVPD RIJCOSX def2/J DEFGRID3
* xyz 0 1
O -0.45 2.11 -2.00
O 1.63 -3.58 -3.77
O 1.18 1.23 -3.92
O -2.24 0.30 -0.34
C -0.09 -1.61 -1.58
C -1.64 1.44 2.23
C 0.34 -2.69 -2.26
C -1.21 0.04 3.00
C 0.70 -0.04 -3.33
C -1.36 0.93 -0.34
C 1.00 -2.27 -3.42
C -0.01 -0.09 -2.12
C 1.33 0.73 3.38
C -1.08 1.80 0.81
C -0.12 0.25 4.01
C -0.66 0.97 -1.55
C 1.43 -1.19 -3.83
H 0.15 -3.57 -1.85
H -0.59 -1.62 -0.78
H 0.38 1.55 0.94
H -2.04 -0.52 3.40
H -1.57 1.98 2.94
H -0.95 2.66 0.62
H -0.91 -0.45 1.97
H 0.58 2.05 -3.36
H 2.33 -3.29 -4.68
H -0.29 0.91 4.59
H 2.01 0.52 4.15
H -2.69 1.39 2.08
H 1.61 0.04 2.54
H 1.08 1.67 2.93
H 0.12 -0.73 4.35
H 2.04 -0.93 -4.82
*
```

Calculated values
Calculated total energy in eV: -21918.086
ΔE to the lowest compared entry with this formula, charge and spin in eV: 13.056
Frontier orbital gap in eV: 8.8

***

[4]
DFT (wB97M-V/def2-TZVPD) results for one molecule with the formula C13H16OSe in a non-equilibrium geometry.

The geometry in ORCA input format:
```
! wB97M-V def2-TZVPD RIJCOSX def2/J DEFGRID3
* xyz 0 1
Se 1.26 0.21 1.61
O 2.54 0.19 -1.92
C 0.56 1.42 -2.45
C 0.64 -1.48 2.25
C 1.16 -2.97 4.10
C -0.58 -3.47 2.55
C 1.32 -1.75 3.50
C -0.29 -2.34 1.73
C 1.19 0.31 -2.12
C 0.30 -3.89 3.59
C -0.94 1.63 -2.43
C -0.04 0.82 0.28
C -1.26 2.44 -1.05
C -1.41 2.35 -3.73
C -0.36 2.11 0.11
H -0.85 -2.19 0.79
H 0.58 -0.68 -2.00
H -1.44 -4.08 2.21
H -1.19 3.50 -1.35
H -0.87 3.21 -3.96
H -0.53 0.12 -0.26
H -0.01 2.97 0.80
H 1.86 -0.85 3.92
H -2.28 2.35 -0.84
H 2.77 0.88 -1.38
H 1.86 -3.30 4.96
H 1.10 2.35 -2.46
H -1.24 1.68 -4.49
H -1.44 0.65 -2.36
H 0.05 -4.78 4.19
H -2.49 2.60 -3.80
*
```

Calculated values
Calculated total energy in eV: -81130.595
ΔE to the lowest compared entry with this formula, charge and spin in eV: 2.213
SMILES: C[C@@H](/C=C/O)C/C=C/[Se]c1ccccc1
Frontier orbital gap in eV: 8.5

***

[5]
DFT (wB97M-V/def2-TZVPD) results for C13H17B2ClF8MoN4O4 as an isolated structure in a non-equilibrium geometry.

The geometry in ORCA input format:
```
! wB97M-V def2-TZVPD RIJCOSX def2/J DEFGRID3
* xyz 0 3
Mo 0.22 0.15 0.23
Cl -1.65 1.82 2.05
F 3.26 1.23 1.39
F 2.84 3.30 2.18
F -2.85 -1.39 -2.67
F -1.24 -2.06 1.73
F 1.20 2.04 1.14
F -3.79 -2.65 2.55
F -5.30 -2.15 -1.86
F 2.91 2.91 -0.07
O -2.92 1.98 2.62
O -1.31 2.87 1.19
O -1.70 0.59 1.23
O -0.67 1.59 3.04
N 1.92 -0.71 -1.05
N -0.23 1.39 -1.12
N 0.99 -0.51 1.95
N -0.70 -1.24 -0.76
C 1.73 0.33 4.27
C 1.33 -1.81 -1.85
C -4.32 -2.08 -0.96
C -3.55 -2.33 1.28
C -2.27 -2.01 0.86
C -0.44 2.27 -1.87
C -1.98 -1.66 -0.47
C -4.59 -2.37 0.36
C 3.03 -1.30 -0.28
C -3.04 -1.72 -1.38
C 1.32 -0.15 3.00
C -0.16 -1.56 -2.07
C 2.49 0.31 -1.94
B -0.73 3.33 -2.88
B 2.61 2.44 1.17
H 3.32 -0.11 -2.51
H 1.42 -2.74 -1.29
H 1.07 -0.05 5.05
H 1.87 -1.90 -2.80
H -1.60 2.94 -3.59
H 0.27 3.56 -3.49
H -0.32 -0.72 -2.76
H -1.07 4.29 -2.25
H -0.62 -2.46 -2.50
H 1.73 0.68 -2.63
H 3.61 -0.51 0.20
H -5.59 -2.62 0.68
H 2.85 1.15 -1.35
H 2.77 0.08 4.47
H 1.60 1.41 4.22
H 3.69 -1.86 -0.95
H 2.63 -1.98 0.48
*
```

Calculated values
Calculated total energy in eV: -65375.095
<S²>: 2.06
Frontier orbital gap (alpha / beta) in eV: 6.9 / 7.9

***

[6]
DFT (wB97M-V/def2-TZVPD) results for C13H17BCrF4N2 as an isolated structure in a non-equilibrium geometry.

The geometry in ORCA input format:
```
! wB97M-V def2-TZVPD RIJCOSX def2/J DEFGRID3
* xyz 0 5
Cr -1.47 0.30 -0.24
F 0.89 0.12 2.28
F -0.25 1.06 4.07
F 1.02 -0.86 4.40
F -0.93 -0.99 3.20
N -0.20 -1.26 -0.21
N 0.35 1.14 -0.92
C 1.32 0.24 -1.23
C 1.72 2.84 -1.98
C 2.68 1.89 -2.35
C 2.51 0.58 -1.93
C -0.37 -2.41 0.47
C 1.70 -3.35 -0.30
C 0.61 2.44 -1.22
C 1.99 -2.12 -0.88
C -2.25 0.94 -1.91
C -1.47 1.93 1.08
C -2.51 -0.78 1.02
C 0.50 -3.49 0.42
C 1.03 -1.09 -0.79
B 0.22 -0.14 3.51
H 1.81 3.89 -2.27
H -0.11 3.15 -0.84
H 3.24 -0.21 -2.15
H -1.21 -2.45 1.14
H -1.78 2.87 0.58
H -1.54 1.38 -2.61
H -0.42 2.06 1.45
H 2.42 -4.18 -0.39
H -2.22 -0.65 2.05
H -3.43 -0.23 0.69
H 3.56 2.16 -2.95
H -2.75 -1.83 0.88
H -2.71 -0.05 -2.10
H 0.23 -4.42 0.94
H -2.09 1.75 1.98
H -3.02 1.65 -1.50
H 2.92 -1.92 -1.42
*
```

Calculated values
Calculated total energy in eV: -56703.968
<S²>: 6.19
Frontier orbital gap (alpha / beta) in eV: 5.9 / 4.8

***

[7]
DFT (wB97M-V/def2-TZVPD) results for C13H17BrN4O3Rh as an isolated structure in a non-equilibrium geometry.

The geometry in ORCA input format:
```
! wB97M-V def2-TZVPD RIJCOSX def2/J DEFGRID3
* xyz 1 1
Rh 0.33 -0.47 0.21
Br -0.67 -3.12 1.97
O -5.16 -3.41 -0.48
O -0.31 0.56 -1.28
O 1.84 -1.39 1.62
N -1.83 2.11 -0.54
N 2.14 0.58 0.02
N -1.43 -1.67 -0.23
N -0.84 2.16 -2.71
C 3.01 0.58 1.03
C -2.27 -1.34 -1.23
C -3.52 -1.90 -1.38
C 4.06 1.49 1.11
C 2.84 -0.47 2.07
C 3.35 2.37 -0.99
C -3.09 -3.22 0.58
C 4.22 2.40 0.09
C -0.31 0.60 1.75
C -3.96 -2.84 -0.45
C -1.05 1.65 -1.44
C 2.32 1.45 -0.99
C -1.87 -2.61 0.62
H -5.69 -3.06 -1.20
H 1.61 1.40 -1.80
H 2.55 -0.01 3.02
H -0.91 -0.06 2.38
H 3.78 -1.01 2.23
H -2.27 2.97 -0.86
H 5.03 3.13 0.13
H 1.61 -1.97 2.36
H -1.91 -0.61 -1.92
H 3.46 3.04 -1.83
H -3.38 -3.97 1.29
H 0.56 1.03 2.26
H -4.14 -1.60 -2.21
H -1.52 2.79 -3.08
H -0.93 1.38 1.33
H -0.38 1.56 -3.38
H 4.73 1.46 1.95
*
```

Calculated values
Calculated total energy in eV: -98904.419
ΔE to the lowest compared entry with this formula, charge and spin in eV: 0.585
Frontier orbital gap in eV: 8.4

***

[8]
DFT (wB97M-V/def2-TZVPD) results for C13H17CdN3O3 as an isolated structure in a non-equilibrium geometry.

The geometry in ORCA input format:
```
! wB97M-V def2-TZVPD RIJCOSX def2/J DEFGRID3
* xyz 0 1
Cd -0.93 0.22 -0.05
O -1.34 0.84 2.71
O -0.01 -0.71 1.87
O 0.21 -0.09 3.97
N 0.54 -1.67 -0.66
N 1.03 0.89 -1.28
N -0.38 0.03 2.90
C -3.82 -0.20 0.45
C 2.72 -2.38 -1.38
C 1.31 -3.89 -0.15
C 1.93 -0.01 -1.73
C 1.72 -1.40 -1.28
C 1.20 2.19 -1.55
C 0.36 -2.87 -0.10
C -4.12 0.98 -0.48
C 3.22 1.77 -2.79
C 2.28 2.68 -2.28
C 3.03 0.41 -2.50
C -1.37 2.34 0.20
C 2.52 -3.64 -0.81
H 0.44 2.87 -1.17
H -3.37 1.12 -1.26
H -0.44 2.75 0.63
H 4.07 2.12 -3.37
H -3.68 -1.12 -0.12
H -4.17 1.92 0.08
H 3.73 -0.35 -2.85
H 1.09 -4.85 0.33
H 3.29 -4.41 -0.86
H -2.18 2.56 0.88
H -1.60 2.80 -0.77
H -5.09 0.85 -0.98
H -4.67 -0.35 1.13
H 3.66 -2.11 -1.86
H -0.59 -3.01 0.43
H -2.95 -0.03 1.10
H 2.35 3.76 -2.44
*
```

Calculated values
Calculated total energy in eV: -28929.579
ΔE to the lowest compared entry with this formula, charge and spin in eV: 0.000
Frontier orbital gap in eV: 7.4

***

[9]
DFT (wB97M-V/def2-TZVPD) results for C13H17IN2OTi as an isolated structure in a non-equilibrium geometry.

The geometry in ORCA input format:
```
! wB97M-V def2-TZVPD RIJCOSX def2/J DEFGRID3
* xyz 0 3
I 1.03 2.34 -2.17
Ti 0.94 1.08 0.26
O 0.46 0.55 1.86
N -1.24 0.77 -0.35
N 0.86 -0.95 -0.60
C -0.50 -2.63 -1.65
C 1.87 -1.83 -0.51
C -3.81 0.22 -1.19
C 0.55 -3.54 -1.57
C -3.53 1.40 -0.50
C 1.74 -3.14 -0.97
C -2.78 -0.68 -1.45
C -1.48 -0.40 -0.99
C 1.81 2.75 0.98
C -0.35 -1.34 -1.11
C -2.22 1.65 -0.10
C -0.13 -0.07 2.98
C 2.85 1.40 0.62
H 0.43 0.20 3.89
H -4.82 0.00 -1.53
H -2.95 -1.61 -1.99
H -0.10 -1.16 2.87
H -4.30 2.13 -0.28
H 2.34 3.16 1.85
H -1.17 0.25 3.09
H -1.45 -2.89 -2.11
H 0.78 2.59 1.41
H 3.06 0.84 1.53
H -1.91 2.57 0.40
H 1.83 3.49 0.18
H 3.75 1.93 0.31
H 2.79 -1.45 -0.05
H 0.43 -4.55 -1.96
H 2.66 0.75 -0.30
H 2.58 -3.82 -0.86
*
```

Calculated values
Calculated total energy in eV: -49999.187
ΔE to the lowest compared entry with this formula, charge and spin in eV: 3.341
<S²>: 2.02
Frontier orbital gap (alpha / beta) in eV: 4.8 / 8.3

***

[10]
DFT (wB97M-V/def2-TZVPD) results for a 2-piece molecular cluster, C13H17IO3P overall in a non-equilibrium geometry.

The geometry in ORCA input format:
```
! wB97M-V def2-TZVPD RIJCOSX def2/J DEFGRID3
* xyz -1 1
I -2.47 -0.98 -1.10
P -1.52 1.80 0.68
O 0.17 4.61 -5.86
O 0.87 0.71 -1.62
O -1.19 4.39 -4.06
C -2.69 -0.59 2.04
C 2.73 -2.45 2.00
C 1.29 -1.09 0.09
C -1.35 -0.57 2.91
C 1.33 -3.76 0.09
C -2.67 0.30 0.69
C 2.24 -3.77 1.36
C 2.23 -1.13 1.35
C 0.84 0.38 -0.41
C -0.22 4.08 -4.79
C 0.32 1.38 0.72
C 0.60 2.89 -4.32
C 0.83 -2.41 -0.56
H 1.64 3.19 -4.15
H -3.74 0.73 0.59
H -1.77 2.46 1.95
H -0.40 -0.84 2.32
H -1.19 0.42 3.45
H 0.59 2.10 -5.08
H 0.16 -2.43 -1.48
H 2.58 -4.77 1.81
H 0.21 2.47 -3.39
H 2.57 -0.14 1.83
H 0.94 -4.71 -0.41
H -2.88 -1.68 1.72
H -3.55 -0.25 2.71
H -1.45 -1.39 3.72
H 0.88 2.38 0.56
H 3.42 -2.37 2.90
H 0.65 1.03 1.77
*
```

Calculated values
Calculated total energy in eV: -37284.042
Frontier orbital gap in eV: 5.1

***

[11]
DFT (wB97M-V/def2-TZVPD) results for one molecule with the formula C13H17P in a non-equilibrium geometry.

The geometry in ORCA input format:
```
! wB97M-V def2-TZVPD RIJCOSX def2/J DEFGRID3
* xyz 0 1
P -0.06 -1.45 0.41
C -0.29 -3.21 0.41
C -1.53 -0.56 -0.16
C -2.22 1.80 -0.12
C 3.83 0.78 -0.27
C 1.68 -0.83 0.23
C 1.43 0.68 0.22
C 3.90 -0.61 -0.39
C 2.67 1.37 0.09
C 2.83 -1.43 -0.22
C -2.68 -1.24 -0.74
C 0.33 2.79 0.70
C 0.22 1.30 0.36
C -1.11 0.77 -0.05
H 0.17 -3.57 -0.49
H -1.78 2.55 -0.67
H -3.19 1.28 -0.64
H -2.53 -1.90 -1.56
H -3.50 -0.56 -0.94
H 2.90 -2.46 -0.34
H 2.56 2.39 -0.15
H 4.51 1.53 -0.58
H -3.01 -1.96 0.10
H -2.69 2.16 0.77
H 0.41 -3.50 1.20
H -0.41 2.98 1.50
H -1.26 -3.67 0.56
H 0.04 3.43 -0.28
H 4.83 -1.15 -0.63
H 1.28 3.01 1.02
H -0.22 -1.22 1.86
*
```

Calculated values
Calculated total energy in eV: -23041.329
ΔE to the lowest compared entry with this formula, charge and spin in eV: 2.913
SMILES: CC1=C(C)[P@@H](C)=c2ccccc2=C1C
Frontier orbital gap in eV: 6.9

***

[12]
DFT (wB97M-V/def2-TZVPD) results for C13H18AgN2S as an isolated structure in a non-equilibrium geometry.

The geometry in ORCA input format:
```
! wB97M-V def2-TZVPD RIJCOSX def2/J DEFGRID3
* xyz 1 1
Ag 1.20 -3.46 3.98
S 3.80 1.04 -1.28
N 2.62 0.06 -1.81
N 3.86 0.77 0.32
C 0.78 -2.00 0.59
C 0.33 -1.93 -1.89
C -0.35 -0.72 -2.61
C 1.50 -1.64 1.79
C -1.28 0.09 -1.64
C 1.10 -1.51 -0.65
C 2.89 -0.16 0.51
C -2.16 1.22 0.97
C -1.52 2.17 -0.08
C 2.19 -0.55 -0.68
C -0.65 1.40 -1.12
C -2.27 1.82 2.40
C 2.53 -0.74 1.77
H 0.35 1.28 -0.67
H -0.84 2.88 0.43
H -1.58 -0.62 -0.85
H -0.05 -2.71 0.69
H -0.48 -2.61 -1.55
H 0.98 -2.50 -2.57
H -0.50 2.04 -2.01
H 3.08 -0.44 2.66
H -2.91 2.72 2.34
H -3.16 0.94 0.60
H 1.22 -2.08 2.78
H -1.29 2.00 2.85
H -2.79 1.07 3.03
H -1.51 0.32 1.03
H -2.26 2.75 -0.66
H -1.02 -1.17 -3.36
H 0.39 -0.09 -3.13
H -2.20 0.36 -2.18
*
```

Calculated values
Calculated total energy in eV: -31578.740
Frontier orbital gap in eV: 5.4